This record from the Open Molecules 2025 dataset describes C59H49IrN5O7P2S as an isolated structure. The level of theory is ωB97M-V/def2-TZVPD.

Geometry as XYZ:
```
124
Properties=species:S:1:pos:R:3:lowdin_charge:R:1
C -0.67 -1.07 -6.22 -0.010
C -3.04 -2.72 -2.41 -0.312
H 2.67 -4.52 -4.02 0.112
H 5.16 -5.45 3.13 0.117
C -4.59 -3.18 -4.19 -0.048
H -2.28 -2.92 5.01 0.112
O 6.41 2.76 2.52 -0.347
C -1.78 9.22 3.13 0.022
H 3.03 -2.29 -0.93 0.079
C -1.10 -2.94 3.23 -0.075
H -4.13 8.12 5.32 0.106
P 0.59 -2.87 0.93 0.988
H 1.47 -6.32 -5.20 0.113
C 0.18 3.44 0.31 -0.055
H 2.72 -1.35 1.53 0.038
C 3.56 -4.09 3.51 -0.037
C -0.36 -0.35 3.94 -0.053
H -2.08 -4.87 -0.84 0.098
C -2.09 2.09 1.50 -0.055
C -1.46 8.02 2.53 -0.005
C 0.27 -0.65 -5.28 -0.059
H -3.86 11.67 6.04 0.098
H -2.47 -3.16 -4.42 0.094
H 3.86 -3.88 4.52 0.120
C 5.43 0.60 1.68 -0.231
C -0.41 -5.85 -4.30 -0.052
H 2.06 0.21 -3.97 0.057
H -4.88 10.33 5.47 0.098
H 2.50 1.29 -1.80 0.095
H 0.30 -4.86 -0.35 0.075
N -1.32 0.09 0.41 0.028
H -3.89 1.84 2.68 0.123
C -1.84 3.46 1.70 -0.122
H 4.20 -0.21 3.20 0.110
C -4.12 -2.47 -1.57 -0.083
C 3.89 -5.23 1.42 -0.055
C -1.23 -1.07 4.75 -0.057
H -3.55 10.01 6.62 0.100
H 4.45 -5.92 0.81 0.114
C -1.77 5.60 2.28 -0.240
C 1.69 0.07 -7.10 0.001
C 4.36 -0.13 2.14 -0.033
H 1.44 5.11 -0.15 0.133
C -3.30 -3.03 -3.74 -0.098
H -3.96 -2.15 -0.55 0.079
O 0.87 -0.50 -2.99 -0.139
C 4.28 -4.97 2.72 -0.041
C 1.29 4.05 -0.30 0.054
C -1.10 -5.01 -3.44 -0.085
C 0.94 -5.66 -4.52 -0.060
H -0.06 0.65 4.22 0.120
H -1.60 -0.64 5.66 0.113
C 5.70 0.78 0.35 -0.036
H 0.80 -0.35 2.15 0.084
C -0.37 -4.34 0.35 -0.357
C -1.60 -2.36 4.39 -0.061
C 2.12 3.28 -1.07 0.015
H 0.90 -0.18 -9.06 0.113
H -4.77 -3.47 -5.22 0.115
H 2.98 3.70 -1.57 0.126
C -3.38 8.11 4.54 -0.008
H -6.25 -2.41 -1.36 0.110
O 2.42 0.34 -4.87 0.067
H -3.35 4.33 2.93 0.155
S 6.55 1.38 2.93 0.404
H -2.37 -1.62 0.71 0.063
N -0.73 5.42 1.49 0.200
C 2.03 -3.72 1.68 -0.351
C 3.55 -0.75 1.21 -0.052
H 3.17 -1.06 -2.03 0.095
C -0.02 2.05 0.10 -0.135
C 3.80 -0.60 -0.15 -0.340
C -3.16 1.36 2.05 0.031
C -3.87 10.61 5.76 -0.070
O 5.93 1.00 4.18 -0.354
C 1.47 -0.07 -5.73 -0.252
C -2.74 9.28 4.15 -0.266
H 2.49 -4.79 -0.13 0.097
H -2.16 -5.18 -3.27 0.109
C 1.61 -4.64 -3.87 -0.056
H 6.56 1.36 0.05 0.126
C 4.86 0.18 -0.59 -0.028
H 5.06 0.32 -1.64 0.113
C -5.66 -2.98 -3.34 -0.059
C -0.45 -3.94 -2.84 -0.337
H -6.67 -3.12 -3.69 0.113
N 2.95 -1.29 -1.06 0.058
Ir 0.44 -1.01 -0.73 1.048
C 0.73 -0.33 -8.00 -0.058
C -0.74 4.12 1.13 -0.163
H -1.20 -1.22 -8.28 0.104
C -2.12 6.84 2.92 -0.162
H -1.58 -1.54 -5.85 0.106
P -1.32 -2.72 -1.78 1.052
C -1.65 -3.98 -0.37 -0.343
O -2.97 10.50 4.68 -0.062
H -2.38 -3.59 0.34 0.061
C -3.08 6.91 3.93 -0.024
H -1.37 -3.95 2.99 0.107
C -5.42 -2.60 -2.03 -0.065
H 2.62 0.51 -7.42 0.122
O 7.78 0.71 2.59 -0.336
H -3.58 6.02 4.27 0.105
H -0.55 -5.02 1.19 0.103
C 0.13 -0.92 2.79 -0.138
H 1.41 -2.95 -2.55 0.058
C 2.78 -4.60 0.90 -0.099
N -2.48 4.43 2.43 0.190
H -0.71 7.97 1.77 0.115
C 0.91 -3.78 -3.05 -0.109
C 2.43 -3.47 2.99 -0.074
O -1.07 -1.43 -3.52 -0.106
C -1.16 1.39 0.68 -0.136
H -4.05 -0.59 2.22 0.122
H -1.29 10.13 2.83 0.126
N 0.83 1.31 -0.63 0.034
H -0.93 -6.65 -4.81 0.114
C -2.32 -0.58 0.95 -0.150
C 0.00 -0.87 -3.84 -0.539
C 1.85 1.91 -1.20 -0.097
C -3.26 0.01 1.79 -0.014
C -0.22 -2.22 2.43 -0.402
H 1.87 -2.79 3.62 0.108
C -0.46 -0.90 -7.56 -0.075
```

Calculated values
2S+1: 1
Total charge: +1
HOMO level (alpha / beta) (eV): -9.245 / -9.245
Energy (eV): -116008.4563
HOMO-LUMO gap (alpha / beta) (eV): 4.6783 / 4.6799

This record from the Open Molecules 2025 dataset describes C59H51IrP3Si2 as an isolated structure. The level of theory is ωB97M-V/def2-TZVPD.

Geometry as XYZ:
```
116
Properties=species:S:1:pos:R:3:lowdin_charge:R:1
H 3.22 2.88 -1.58 0.114
C 4.21 0.92 4.48 -0.074
C 3.95 1.23 -2.73 -0.058
C -3.46 2.49 -3.69 -0.076
C -0.30 -2.02 -2.90 -0.383
C -4.38 0.37 0.15 -0.078
Ir 0.43 0.24 0.18 0.647
H -3.26 -3.31 -0.03 0.103
C 3.44 1.86 3.82 -0.062
H -3.95 3.30 0.12 0.102
H 7.20 -0.86 1.44 0.036
C 3.63 0.02 -3.34 -0.054
Si -0.78 -1.72 -0.10 0.558
C -0.89 -4.64 2.96 -0.056
C -0.56 -2.74 1.48 -0.239
C -1.66 3.53 -1.86 -0.101
C 2.67 -0.81 3.82 -0.079
C 0.11 -4.75 -2.86 -0.060
C -0.08 -2.02 2.58 -0.341
C -2.61 -1.26 -0.06 -0.289
H 6.29 0.34 0.50 0.030
C -3.03 0.07 0.00 -0.400
C 2.98 1.94 -2.06 -0.064
H 0.82 1.63 -4.74 0.104
C -2.19 2.25 -1.65 -0.381
C 2.34 -0.48 -3.28 -0.057
H -3.52 0.76 -2.44 0.103
C 3.38 -1.05 0.42 -0.170
C -1.23 2.99 2.09 -0.122
C -1.55 1.57 5.54 -0.066
C -2.68 4.72 2.91 -0.062
C -0.42 -3.90 4.04 -0.053
H -0.02 -4.61 -0.75 0.087
H -3.58 0.17 -6.47 0.112
H 3.74 2.90 3.81 0.111
H -2.77 -0.69 -4.31 0.116
H 0.29 -5.82 -2.83 0.110
P -1.73 1.34 -0.11 0.957
C 6.20 -0.47 1.23 -0.173
C -3.10 1.75 -2.57 -0.119
C 1.33 0.25 -2.64 -0.399
H 4.44 -1.15 4.97 0.112
H 4.96 1.62 -2.79 0.113
H 2.11 -1.43 -3.75 0.107
C 1.87 0.14 3.18 -0.366
H 4.97 -3.18 -1.48 0.034
C -0.04 -2.59 3.86 -0.080
H -1.43 -4.63 0.91 0.094
H -2.90 5.50 3.62 0.110
C -1.50 4.00 3.01 -0.065
C 2.28 1.47 3.18 -0.110
C 2.26 -0.58 0.32 -0.289
H -1.25 2.09 6.44 0.112
C -2.11 2.69 1.07 -0.345
H 0.89 2.07 -1.59 0.067
C -5.32 -0.64 0.22 -0.056
H 5.12 1.22 4.99 0.112
H -6.37 -0.40 0.34 0.112
H 4.15 -3.92 1.53 0.034
H -0.29 2.45 2.16 0.046
H 1.68 2.22 2.66 0.095
C -0.15 1.30 -5.11 -0.063
H -0.08 -2.17 -5.03 0.113
C -0.57 1.11 4.67 -0.079
Si 5.06 -1.81 0.59 0.419
H 0.23 -4.62 -5.00 0.111
C -0.35 -2.69 -1.67 -0.253
H -3.19 4.32 -4.77 0.112
C 5.68 -2.47 -1.05 -0.182
H -1.59 5.25 -3.12 0.110
H -4.16 2.08 -4.40 0.111
H -3.65 1.75 5.93 0.111
C 3.83 -0.41 4.47 -0.069
H 5.90 -3.83 1.71 0.035
C -2.62 0.49 -6.09 -0.087
H 2.41 -1.86 3.80 0.102
H 6.63 -2.99 -0.89 0.034
C -2.01 4.27 -2.98 -0.062
C 0.08 -4.08 -4.07 -0.058
H 4.85 -2.92 2.80 0.013
H 5.79 -0.05 2.15 0.011
C -0.98 -4.06 1.71 -0.087
H 5.85 -1.68 -1.78 0.016
H -4.46 5.04 1.75 0.110
C 1.67 1.45 -2.02 -0.176
H -1.21 -5.66 3.10 0.112
C -0.91 0.40 -4.38 -0.354
P -0.43 -0.22 -2.74 1.080
H 0.47 1.27 4.91 0.103
C -3.27 3.46 0.94 -0.089
C -3.26 0.70 4.10 -0.048
H -0.79 4.21 3.80 0.113
P 0.31 -0.27 2.36 0.935
C -0.11 -2.71 -4.09 -0.083
H -0.99 3.97 -1.12 0.111
H -0.37 -4.35 5.02 0.113
C -2.16 0.01 -4.87 -0.130
C -0.08 -4.06 -1.67 -0.072
C -2.91 3.75 -3.90 -0.061
C -1.84 1.39 -6.81 -0.073
C -2.29 0.23 3.23 -0.082
C -2.89 1.38 5.25 -0.061
C -4.91 -1.97 0.15 -0.055
H -4.30 0.53 3.87 0.112
H -4.71 1.40 0.21 0.096
C 4.97 -3.25 1.77 -0.177
C -3.56 4.46 1.86 -0.059
C -3.57 -2.27 0.01 -0.070
C -0.94 0.45 3.50 -0.338
H -0.01 2.49 -6.88 0.109
H -5.64 -2.77 0.20 0.112
H 0.28 -2.00 4.71 0.115
H -2.59 -0.33 2.36 0.091
H -2.20 1.77 -7.76 0.108
H 4.39 -0.54 -3.87 0.112
C -0.61 1.79 -6.32 -0.066
```

Calculated values
2S+1: 1
Total charge: +1
HOMO level (eV): -10.228
Energy (eV): -108469.9134
HOMO-LUMO gap (eV): 7.1737

This record from the Open Molecules 2025 dataset describes C59H55BaN4O3P2S as an isolated structure. The level of theory is ωB97M-V/def2-TZVPD.

Geometry as XYZ:
```
125
Properties=species:S:1:pos:R:3:lowdin_charge:R:1
N -7.48 -0.75 7.47 0.135
C -2.24 -0.89 -6.26 -0.335
C -4.35 2.68 6.66 -0.100
C -3.42 2.14 5.69 -0.170
H -0.45 3.21 5.11 0.066
H 1.74 8.21 -1.41 0.108
C 1.76 -3.20 0.49 -0.126
H 4.16 -1.31 7.12 0.101
C 0.91 2.99 -3.89 -0.142
H 1.21 0.16 0.02 0.131
H -2.60 2.76 5.27 0.076
H 0.24 -4.51 -2.26 0.088
C -2.31 -2.49 -4.43 -0.202
H 3.99 6.44 1.66 0.121
C 4.99 -2.02 5.24 -0.064
C 2.55 1.83 2.16 -0.244
C -2.68 -4.10 3.62 -0.092
H 0.10 -0.92 0.69 0.079
H -4.30 -1.05 5.83 0.102
C -2.54 -3.82 -3.97 -0.044
H 4.53 -0.23 2.37 0.096
H 2.71 6.98 3.62 0.122
C -1.08 -1.93 -4.04 -0.284
H -2.63 -1.08 0.11 -0.005
C 4.38 -0.54 3.42 -0.064
C 4.20 3.41 1.41 0.002
H 3.89 2.26 -8.08 0.115
H -6.80 1.98 -3.92 0.053
C 1.78 -1.89 -0.08 -0.079
H 1.41 4.98 5.95 0.100
H -4.43 -3.55 -5.96 0.091
H -5.02 -5.12 2.60 0.080
H 3.28 -0.55 -7.94 0.115
C 4.25 2.07 -7.07 -0.090
H -3.49 -4.32 -4.04 0.104
H 5.53 -2.91 5.60 0.127
N 1.92 7.33 -1.94 0.043
C 2.76 1.49 -5.27 -0.102
H 0.08 3.64 -3.58 0.099
H 5.95 -2.04 3.34 0.103
H 5.07 3.33 -5.47 0.125
C -2.62 -4.46 1.17 -0.080
C 3.26 6.01 3.74 -0.129
H -5.30 -3.96 1.35 0.084
C -2.35 -0.62 -7.63 -0.145
H -1.51 -4.28 1.13 0.092
H 2.21 -0.25 6.08 0.119
H 3.87 6.06 4.67 0.127
H -6.28 2.21 7.52 0.118
H 5.16 3.57 0.88 0.114
C 1.80 -3.24 1.80 -0.140
C 3.39 1.00 -6.42 -0.125
O -1.89 -0.79 -0.46 -0.099
C 3.76 2.04 1.50 -0.035
P 1.82 0.54 3.19 1.092
C -3.12 -1.80 -5.49 -0.320
C -4.50 0.07 5.65 -0.273
H -2.79 -1.89 -9.35 0.093
H 2.42 -2.10 3.59 0.110
O 6.16 -8.00 8.73 -0.999
H 1.76 -4.09 2.51 0.127
Ba -2.38 -0.56 3.36 1.717
C 0.52 3.39 4.68 -0.083
H 4.27 1.16 1.11 0.096
C 4.05 -1.35 6.06 -0.058
C 1.65 0.79 -4.64 -0.135
C -5.43 1.88 6.90 -0.122
S -1.10 1.33 -4.19 0.768
C 2.15 4.99 3.87 -0.137
H -8.12 1.67 -3.12 0.025
P -0.79 -0.56 -5.19 0.898
H -5.32 -3.44 3.07 0.064
C 1.31 4.58 4.95 0.020
C 1.94 6.44 -2.70 -0.035
C 3.09 2.80 -5.09 -0.185
H -2.21 -1.09 -1.34 0.046
H 5.32 1.91 -7.13 0.110
H 3.92 4.27 -6.49 0.140
H -4.11 3.54 7.33 0.099
N -3.23 -2.31 2.11 -0.471
C 2.29 4.19 2.71 -0.109
H 2.19 4.65 -4.33 0.044
C 1.18 -0.78 0.65 -0.197
C -3.79 -2.59 -7.73 -0.105
C 2.06 3.55 -4.46 -0.013
O -7.16 1.59 -3.09 -0.079
C -5.56 0.59 6.40 -0.284
C 0.68 1.64 -4.05 -0.521
H -1.82 -5.41 -2.70 0.108
C 5.18 -1.60 3.94 -0.068
H -3.18 -4.06 4.62 0.097
C -4.84 -4.06 2.36 -0.065
C 1.96 -2.07 2.56 -0.132
H -2.08 0.39 -8.00 0.117
C 2.87 -0.15 -7.02 -0.040
H 0.59 -1.76 -2.62 0.093
C -0.37 -3.83 -2.84 -0.059
C -2.96 -1.59 -8.31 -0.166
C -3.85 -2.75 -6.38 -0.054
H 2.16 -1.75 -1.12 0.099
H -2.84 -5.55 1.12 0.084
C -6.60 -0.17 6.97 -0.210
H -2.21 -5.12 3.61 0.096
H 1.42 -1.65 -7.01 0.105
H -3.05 -4.21 0.19 0.073
C 4.12 3.24 -6.04 -0.123
C 1.81 -0.80 -6.49 -0.070
H -3.85 -1.26 -4.76 0.173
C 1.65 -0.78 2.11 -0.367
C 1.81 2.93 2.71 -0.238
C 3.22 -0.12 4.13 -0.354
H -1.80 -3.49 3.73 0.027
C -1.65 -4.43 -3.14 -0.079
C -3.31 -3.74 2.30 -0.784
C 1.04 2.48 3.81 -0.114
H -4.45 -3.14 -8.44 0.109
H -4.18 -1.97 1.73 0.035
H 5.22 5.70 2.81 0.135
C 3.08 -0.53 5.44 -0.110
N -3.66 0.96 5.06 -0.320
C 1.05 -0.26 -5.41 -0.238
C 4.13 5.74 2.50 -0.125
C -0.16 -2.45 -3.07 -0.040
C 3.55 4.46 2.10 -0.176
H 1.74 -4.14 -0.09 0.113
```

Calculated values
2S+1: 1
Total charge: -1
HOMO level (alpha / beta) (eV): -1.530 / -2.466
Energy (eV): -104263.9120
HOMO-LUMO gap (alpha / beta) (eV): 1.5427 / 2.4765

This record from the Open Molecules 2025 dataset describes C59H61AsBrCrF2N4Si4 as an isolated structure. The level of theory is ωB97M-V/def2-TZVPD.

Geometry as XYZ:
```
133
Properties=species:S:1:pos:R:3:lowdin_spin:R:1
H -5.11 2.70 -4.85 0.000
C 4.59 0.46 -4.26 0.000
H -1.37 5.26 -0.83 0.001
C -6.40 -1.13 1.94 0.000
H -3.22 -3.35 2.31 0.000
Si -0.73 -3.22 2.42 -0.007
H -5.45 0.29 -4.42 0.000
H -2.42 3.14 1.31 0.000
C 1.61 1.59 2.98 -0.016
C 3.67 0.15 0.93 -0.005
C 5.24 1.22 -0.59 -0.007
Si -0.74 -3.33 -1.44 -0.010
H -2.52 -1.53 -1.86 0.000
C -4.01 3.47 2.71 0.000
H -0.31 -2.88 4.84 0.000
Cr 0.19 0.43 0.34 3.225
Si 2.27 -3.50 0.49 -0.007
C -4.97 0.97 1.96 0.000
C -0.85 -5.11 2.50 -0.003
C 2.52 2.46 3.62 -0.006
H 0.67 -2.77 -3.41 0.000
Br -0.87 0.33 2.80 -0.020
H -0.93 0.42 -4.59 0.000
C 4.41 2.33 -0.64 0.000
F 4.82 3.41 -1.32 0.001
H 0.36 3.85 2.86 0.000
H 1.36 -0.06 -5.48 0.000
C -4.74 2.25 -3.93 0.000
C -3.64 2.47 -1.81 0.000
N 4.33 4.66 -4.24 0.000
H -0.87 3.01 -1.80 0.000
C 1.97 0.00 -2.17 0.004
H -4.03 -2.62 -0.72 0.000
C 2.85 1.26 0.82 0.002
C 2.56 2.45 5.02 -0.001
H 1.66 -5.60 -0.73 0.000
H -2.32 -4.88 -0.26 0.000
C -4.10 3.04 -2.98 0.000
C -6.63 -2.40 1.44 0.000
H 4.54 -3.34 -0.50 0.000
C 3.28 3.52 2.93 0.000
H 1.12 -3.55 4.07 0.000
H -3.16 3.09 -1.07 0.000
H 0.78 -1.83 3.94 0.000
H 2.25 4.33 -0.24 0.000
H -1.08 5.44 1.68 0.000
H -1.75 -2.07 -3.34 0.000
C -5.16 2.95 3.30 0.000
As -3.05 0.32 0.06 0.011
C -2.51 -2.66 2.76 0.000
C -2.12 -2.41 -2.37 0.001
C 5.65 2.69 -4.45 0.000
H 2.91 -2.42 2.72 0.000
C -0.55 4.68 1.13 0.002
C -4.47 0.33 -2.52 0.001
C 1.67 1.70 5.77 -0.001
H -0.80 -5.71 -0.60 0.000
C 3.62 -0.41 -3.98 0.000
C -3.83 1.51 1.36 -0.001
H 1.25 -5.76 0.97 0.000
C 3.23 2.37 0.06 -0.007
C 4.86 0.17 0.23 0.001
H 3.54 -2.11 -1.26 0.000
C 1.55 1.53 1.50 -0.132
H 1.73 1.71 6.85 0.000
H -6.53 1.31 3.41 0.000
H 0.12 -5.58 2.59 0.000
H -3.64 4.44 3.02 0.000
H -2.66 -2.70 3.85 0.000
N 3.32 2.52 -4.02 0.000
N 0.74 0.21 -1.70 -0.016
H -2.96 -3.08 -2.56 0.000
H 3.38 -3.79 -1.74 0.000
H 3.99 4.01 3.59 0.000
H 5.55 0.06 -4.56 0.000
C 0.53 -3.67 -2.81 0.000
H -0.12 0.48 5.71 0.000
C 4.50 1.93 -4.23 0.000
F 5.71 -0.87 0.35 0.001
C 2.24 -0.11 -3.53 -0.001
C -5.78 -2.93 0.47 0.000
C 0.32 -2.82 3.95 0.000
H -7.46 -2.99 1.81 0.000
C 3.18 4.04 1.70 0.000
C 0.65 0.99 3.76 -0.002
C -0.26 0.37 -2.56 0.005
C 5.50 4.06 -4.45 0.000
C 3.20 -3.29 2.14 0.001
H 3.85 -1.47 -4.06 0.000
H -2.77 -1.66 2.43 0.000
H 2.76 -0.06 -1.44 0.001
H -4.63 -0.73 -2.34 0.000
H 6.19 1.20 -1.12 0.000
H 2.35 4.31 -3.83 0.000
H 4.27 -3.24 1.95 0.000
C 3.31 3.84 -4.02 0.000
C -1.52 -4.99 -0.99 -0.004
H -1.37 -5.55 1.65 0.000
Si 0.24 -2.26 0.46 -0.044
H -5.95 -3.93 0.09 0.000
C 2.39 3.54 0.50 -0.001
C -0.08 0.28 -3.93 -0.001
H 3.41 -0.70 1.55 0.000
C 0.24 3.81 1.79 0.008
H 3.28 3.08 5.52 0.000
H 6.35 4.71 -4.62 0.000
C -4.71 -2.19 0.01 0.000
C 1.06 2.88 0.93 0.004
H -7.06 -0.74 2.71 0.000
H -1.42 -5.35 3.40 0.000
H 0.14 -4.45 -3.47 0.000
H 6.61 2.22 -4.62 0.000
H 1.50 -3.99 -2.45 0.000
C -5.64 1.70 2.93 0.000
C 1.18 0.02 -4.42 0.004
H 3.02 -4.17 2.77 0.000
C -4.93 0.90 -3.70 0.000
C 1.99 -5.36 0.28 -0.004
C 3.54 -3.13 -0.89 0.000
H 2.93 -5.88 0.45 -0.001
C -3.33 2.75 1.74 0.000
H -1.96 -5.42 -1.90 -0.001
H 3.83 4.89 1.50 0.000
N 0.24 2.40 -0.16 0.005
C -0.80 4.53 -0.28 0.010
C -4.49 -0.91 0.49 0.003
H -1.24 0.58 -2.15 0.001
C -0.49 3.31 -0.82 0.002
C -5.34 -0.38 1.48 0.001
H -5.68 3.52 4.06 0.000
H -3.97 4.10 -3.15 0.000
C -3.81 1.11 -1.57 0.001
C 0.65 1.00 5.14 0.000
```

Calculated values
2S+1: 4
Expectation value of S²: 3.930
HOMO level (alpha / beta) (eV): -6.799 / -6.897
Energy (eV): -264382.5585
HOMO-LUMO gap (alpha / beta) (eV): 6.3421 / 6.8114